(1)
69
Properties=species:S:1:pos:R:3:mulliken_charge:R:1 method="wB97M-V/def2-TZVPD" fmax_ev_per_a=2.06 e_homo_ev=-8.27 total_charge=0
C -6.0558 -1.2105 -1.6308 -1.2203
N -4.9052 -0.5360 -2.1880 0.0724
C -4.9377 -0.3301 -3.6290 -1.0347
C -4.1304 -1.3806 -4.3238 1.0283
F -4.2530 -1.3721 -5.6735 -0.2712
F -2.7913 -1.2309 -4.0232 -0.2116
F -4.4926 -2.6295 -3.8691 -0.2803
C -3.8487 -0.1596 -1.4154 1.2292
C -2.9333 0.8426 -1.8403 -0.3576
C -1.8640 1.2025 -1.0625 -0.8065
C -1.5676 0.5198 0.1471 0.4034
C -0.4347 0.8751 0.9022 -0.8092
C 0.1889 -0.0087 1.8111 0.5359
C 0.6910 0.4354 3.0627 -0.9108
C 1.2855 -0.4436 3.9391 -0.5787
C 1.5302 -1.7928 3.5654 1.0012
N 2.1547 -2.6705 4.4046 0.1827
C 2.8530 -3.8304 3.8976 -1.1997
C 2.0332 -2.5901 5.8539 -1.0028
C 0.7076 -3.1314 6.2937 1.0403
F 0.5851 -3.2825 7.6356 -0.2745
F -0.3063 -2.3009 5.8662 -0.2503
F 0.4807 -4.3595 5.7075 -0.2742
C 1.0964 -2.2201 2.2841 -0.5153
C 0.3661 -1.3803 1.4746 -0.8076
C -2.4762 -0.5034 0.5648 -0.7159
C -3.6095 -0.7869 -0.1609 -0.6551
H -6.1991 -0.9242 -0.5802 0.4229
H -6.9432 -0.9261 -2.2111 0.3537
H -5.9381 -2.3054 -1.6745 0.3632
H -5.9729 -0.4448 -3.9550 0.3547
H -4.5142 0.6383 -3.8958 0.3430
H -3.1019 1.3667 -2.7783 0.1914
H -1.1797 1.9812 -1.3858 0.4878
H -0.0333 1.8707 0.7818 0.5334
H 0.5586 1.4835 3.3206 0.5309
H 1.6505 -0.0919 4.9013 0.2191
H 3.2721 -3.6128 2.9061 0.4042
H 3.6656 -4.0828 4.5898 0.3481
H 2.1776 -4.6958 3.8075 0.3516
H 2.8046 -3.2271 6.2899 0.3712
H 2.0926 -1.5518 6.1869 0.2930
H 1.3226 -3.2323 1.9552 0.5077
H -0.0351 -1.7561 0.5336 0.6049
H -2.2756 -1.0543 1.4838 0.4862
H -4.3150 -1.5329 0.2020 0.4361
C 1.0577 0.2267 -4.7482 -1.0148
C 1.0564 1.3435 -3.7249 0.7001
O 2.2661 1.5768 -3.2032 -0.5918
B 2.4061 2.3300 -1.9303 1.5492
H 1.5322 1.9809 -1.1019 -0.3638
O 3.8006 2.0450 -1.4857 -0.6327
C 4.0669 1.2519 -0.4521 0.7467
C 5.5186 1.3440 -0.0115 -1.1390
O 3.2524 0.5141 0.0964 -0.5968
O 2.4153 3.7807 -2.2517 -0.5450
C 1.7086 4.6410 -1.5204 0.7337
C 1.6431 6.0115 -2.1703 -1.1646
O 1.1776 4.3729 -0.4429 -0.6240
O 0.0348 1.9626 -3.4193 -0.6374
H 2.0237 -0.2875 -4.7444 0.3081
H 0.2428 -0.4744 -4.5447 0.2017
H 0.8443 0.6562 -5.7307 0.2959
H 5.9123 2.3485 -0.1968 0.3190
H 5.6107 1.0897 1.0448 0.3230
H 6.1140 0.6092 -0.5639 0.2692
H 1.5908 5.8962 -3.2582 0.3254
H 0.7813 6.5701 -1.8021 0.3396
H 2.5417 6.5828 -1.9094 0.2784

=====

(2)
61
Properties=species:S:1:pos:R:3:mulliken_charge:R:1 method="wB97M-V/def2-TZVPD" fmax_ev_per_a=4.05 e_homo_ev="-3.89 / -3.89" total_charge=-1
Pt -0.2087 0.2345 0.3893 0.4106
C -1.0611 1.6365 -4.8694 -0.3931
C -0.6482 2.2325 -3.6838 -0.9583
C -0.5324 1.4952 -2.5292 -0.1739
C -0.8393 0.1212 -2.5212 0.7582
C -1.2344 -0.4768 -3.7339 -0.2715
C -1.3441 0.2760 -4.8804 -0.6047
N -0.7342 -0.5861 -1.3640 0.5890
N -0.8943 -1.8994 -1.4207 -0.5829
C -0.6152 -2.5190 -0.2563 -0.0504
C -0.8594 -3.8921 -0.0712 -0.5148
C -0.6015 -4.4753 1.1513 -0.5194
C -0.0662 -3.7392 2.1987 -0.5639
C 0.2251 -2.3867 2.0180 -0.3632
C -0.0397 -1.7793 0.8159 0.0953
H -1.1551 2.2219 -5.7746 0.3750
H -0.4094 3.2881 -3.6728 0.3486
H -0.1972 1.9648 -1.6078 0.3154
H -1.4522 -1.5329 -3.7326 0.4003
H -1.6505 -0.1986 -5.8040 0.3514
H -1.2913 -4.4596 -0.8842 0.4457
H -0.8352 -5.5229 1.3020 0.3418
H 0.1031 -4.2012 3.1633 0.4137
H 0.6580 -1.8275 2.8383 0.4300
B 1.7705 1.8365 4.3019 0.1756
C 1.0523 1.3072 3.0425 0.1213
N 0.4978 0.9398 2.0912 -0.3900
H 0.9755 2.5401 4.8666 -0.1209
H 2.0903 0.8986 4.9853 -0.1400
H 2.7355 2.4620 3.9323 -0.1443
C 5.1029 0.5621 -0.2212 -1.7715
C 4.3466 -0.5448 -0.9603 1.4611
C 5.0831 -0.8613 -2.2643 -1.7763
C 4.2552 -1.8108 -0.0955 -1.4264
N 3.0199 -0.0491 -1.3409 -0.4999
N 2.2684 0.5630 -0.2984 -0.2177
H 6.1429 0.2739 -0.0961 0.4789
H 4.6880 0.7507 0.7666 0.3510
H 5.0651 1.4827 -0.7998 0.4092
H 6.0739 -1.2564 -2.0516 0.3937
H 5.1845 0.0437 -2.8567 0.4146
H 4.5318 -1.5927 -2.8494 0.3801
H 5.2378 -2.1171 0.2553 0.4085
H 3.8233 -2.6288 -0.6709 0.3763
H 3.6257 -1.6476 0.7777 0.3194
H 2.4671 -0.8157 -1.7176 0.2458
H 2.4831 1.5605 -0.3037 0.2644
H 2.5407 0.1970 0.6178 0.1659
C -1.9252 1.2946 0.5477 -1.4583
C -3.0492 1.4643 0.9812 0.9033
C -4.3589 1.7019 1.4505 0.1392
C -4.9538 2.9632 1.3992 -0.4818
C -6.2304 3.1487 1.8911 -0.4308
C -6.9327 2.0837 2.4331 -0.3586
C -6.3472 0.8274 2.4909 -0.4574
C -5.0732 0.6339 2.0014 -0.5344
H -4.4055 3.7924 0.9774 0.4300
H -6.6761 4.1351 1.8596 0.3510
H -7.9338 2.2319 2.8133 0.3548
H -6.8836 -0.0041 2.9298 0.3540
H -4.6088 -0.3407 2.0433 0.4311